(1)
Molecular formula: C29H57Cl2I2N2O7
Method: DFT, the ωB97M-V functional and the def2-TZVPD basis

CARTESIAN COORDINATES (ANGSTROEM)
1 I -3.318108 2.867820 -1.061909
2 I 1.184703 1.080182 0.411371
3 Cl -0.375229 -4.445179 -4.547693
4 Cl -0.129294 -1.533347 -2.027852
5 O 1.493481 -0.117069 -3.863763
6 O -6.292558 5.299079 0.753265
7 O -2.333504 -3.378692 -3.189489
8 O 1.197056 -7.950069 -3.644839
9 O 0.343360 1.527456 4.049895
10 O 1.275212 -1.364456 8.035975
11 O -2.333751 1.047332 -4.132939
12 N -5.071010 -0.621153 -3.966439
13 N 0.034090 1.263706 -2.681867
14 C -1.424235 -3.133434 -3.969302
15 C -4.555150 6.697480 1.687536
16 C 2.710036 1.873281 4.419406
17 C 3.813362 0.491816 -4.387937
18 C 3.672257 2.456314 -2.743720
19 C 4.075706 -0.422804 -3.190252
20 C -1.967130 0.231254 -3.026387
21 C -0.461375 -2.675448 6.978469
22 C 1.301164 2.149012 4.920152
23 C -1.467618 1.868063 -0.915469
24 C 0.216009 0.383252 -3.875600
25 C 4.257511 1.919247 -4.065445
26 C -1.149953 2.651566 1.438957
27 C -0.836511 -0.716196 -3.474070
28 C -5.858812 5.957505 1.945130
29 C 2.372533 0.412858 -4.877245
30 C 1.956694 -7.836052 -2.443005
31 C -0.739941 1.940931 0.211441
32 C 4.044955 2.896407 -5.221452
33 C 2.876820 -6.626226 -2.518635
34 C 0.761041 -3.520495 9.005528
35 C 0.861320 -2.697888 7.730845
36 C 1.110043 1.652250 6.342341
37 C 1.026966 -7.754498 -1.241644
38 C -4.501612 0.072818 -3.071980
39 C -3.232643 -0.456912 -2.469014
40 C -1.117689 1.174962 -2.128669
41 C -5.715470 4.950278 3.075444
42 C -1.107160 -1.766813 -4.535124
43 H 1.714662 -3.525308 9.532653
44 H 1.260396 0.571539 6.399035
45 H 3.390632 -0.247177 -2.375214
46 H 0.016694 -3.089672 9.680340
47 H 0.605880 -0.973000 8.605844
48 H 5.067513 -0.183983 -2.824387
49 H -3.240005 -1.494741 -2.764358
50 H 4.448288 0.125946 -5.185489
51 H 2.831617 2.232493 3.395798
52 H 0.386297 -6.870491 -1.314883
53 H 2.030189 1.372492 -5.250019
54 H -1.242291 -2.218995 7.592177
55 H -2.190751 2.924893 1.443508
56 H -0.028288 0.909989 -4.781466
57 H 2.332430 -0.263652 -5.725254
58 H -3.769539 5.993989 1.391721
59 H -4.917045 1.021429 -2.768599
60 H -3.295127 -0.400924 -1.387406
61 H 5.328566 1.864586 -3.906126
62 H 1.100568 3.220090 4.873387
63 H 3.534438 -6.700189 -3.384884
64 H 1.639064 -3.113519 7.089353
65 H 0.790487 1.822479 -2.308134
66 H -0.501665 3.501655 1.600934
67 H 2.910298 0.798234 4.416576
68 H -4.964337 4.195423 2.820818
69 H 0.476141 -4.551077 8.791459
70 H 2.555344 -8.744600 -2.379083
71 H 3.491030 -6.537402 -1.621333
72 H -2.319361 0.499035 -4.921748
73 H 4.097559 -1.465283 -3.473401
74 H -0.780997 -3.682206 6.707544
75 H 4.847103 3.612277 -5.307972
76 H -5.614736 4.661300 0.516940
77 H -5.414613 5.435786 4.004232
78 H -5.911031 -0.144618 -4.281690
79 H 1.810305 2.132706 7.025782
80 H 0.094405 1.855510 6.684609
81 H 2.290229 -5.708607 -2.629539
82 H 0.501151 0.577967 4.079435
83 H 0.660070 -7.156944 -3.722435
84 H 0.375023 -8.626761 -1.203637
85 H 3.373171 3.488837 -2.853211
86 H 3.911125 2.377019 -6.161888
87 H -0.975693 2.005010 2.290623
88 H -0.184998 -1.870699 -5.095660
89 H 3.131420 3.464051 -5.062666
90 H -6.657003 4.428485 3.244714
91 H -4.675378 7.412866 0.874108
92 H -0.374370 -2.080912 6.067432
93 H 4.370115 2.334736 -1.932690
94 H 2.783745 1.874984 -2.503714
95 H -1.876023 -1.482383 -5.245774
96 H 1.588446 -7.698141 -0.307935
97 H 3.454942 2.359601 5.048629
98 H -6.641273 6.674060 2.192970
99 H -4.220385 7.233679 2.575964

Cartesian forces (eV/Å) of the 6 atoms listed first:
0.15 -0.05 -0.14
-0.30 0.11 -0.04
-0.23 0.53 0.07
-0.27 -0.04 -0.04
-0.31 0.53 -0.30
-0.25 0.20 -0.01

Values from the calculation:
max |F| = 3.6 eV/Å
charge = +1
E_tot = -89548.1409 eV
highest occupied orbital energy = -11.7 eV
spin multiplicity = 1
E_LUMO = -4.4 eV
HOMO-LUMO gap = 7.33 eV

(2)
Molecular formula: C29H57ClF5N7O8P2
Method: DFT, the ωB97M-V functional and the def2-TZVPD basis

CARTESIAN COORDINATES (ANGSTROEM)
1 Cl 0.514301 -0.618764 4.159358
2 P -1.027748 -0.108321 0.994670
3 P 0.670791 0.416493 2.317933
4 F -6.936561 1.121711 3.102793
5 F -2.094076 -1.330494 -1.287419
6 F -6.783712 2.031582 1.048210
7 F -2.704702 0.821249 -0.937561
8 F -8.287570 0.444160 1.416261
9 O -6.684253 -5.553578 0.477441
10 O 5.337587 -0.088562 0.463304
11 O 2.048490 -0.149924 1.498571
12 O 3.216692 -2.756366 2.634543
13 O -5.851163 -3.458531 -2.320910
14 O -2.319536 1.478544 3.510523
15 O 7.300672 3.599830 0.359845
16 O 3.183915 4.254776 -3.526046
17 N 4.972712 -3.727078 1.535098
18 N -4.889495 -6.497611 -0.586412
19 N -2.387837 3.619163 2.727843
20 N 4.353033 6.158236 -3.992113
21 N 4.843357 1.342497 -1.240780
22 N -7.641677 -3.081480 -3.678926
23 N 7.826831 3.103331 2.526110
24 C 4.858121 -4.966669 2.281488
25 C -5.200027 -2.588121 1.675163
26 C 4.012909 4.861187 -4.177371
27 C 4.109222 -2.720201 1.801300
28 C 6.006812 -3.603903 0.528491
29 C -2.711579 4.168387 4.032150
30 C -7.017437 0.870035 1.740170
31 C -6.388166 -3.507575 -3.413598
32 C -2.450435 -0.418844 -0.292239
33 C 3.925893 2.116880 -0.422574
34 C -5.773550 -5.497863 -0.335858
35 C 7.936117 1.680294 2.254599
36 C 7.508972 3.939504 1.510390
37 C -2.253770 4.517409 1.598359
38 C -4.753555 0.169405 0.701789
39 C -5.006107 -7.742009 0.151400
40 C 5.050891 1.733194 -2.619382
41 C 5.352719 6.817170 -4.808385
42 C -3.739860 -0.851663 0.456414
43 C -3.834029 -6.357808 -1.568301
44 C -5.944524 -0.228631 1.429326
45 C 3.693687 6.911453 -2.940890
46 C -8.221724 -3.168841 -5.003726
47 C -3.994197 -2.213024 0.931247
48 C -2.221059 2.285887 2.606176
49 C 5.471958 0.287853 -0.692562
50 C -8.432199 -2.517274 -2.597479
51 C 8.060729 3.581906 3.873220
52 C -6.224282 -1.564382 1.930251
53 H 4.069498 7.933018 -2.913592
54 H -1.995547 -0.048003 2.047692
55 H -5.374123 -3.620855 2.061473
56 H -2.814696 5.250746 3.972662
57 H -5.989916 -8.179308 -0.031924
58 H -7.913660 -1.648012 -2.187905
59 H 5.439193 2.753141 -2.644991
60 H -9.414550 -2.220145 -2.961148
61 H 5.970540 -2.623217 0.054930
62 H -8.487911 -2.166173 -5.346118
63 H 8.195845 1.137463 3.162132
64 H 3.865231 -5.392647 2.122715
65 H 4.896002 7.668367 -5.318862
66 H -2.010297 3.966063 0.690022
67 H 7.344328 3.111899 4.550975
68 H -0.449369 -1.407170 0.736529
69 H 4.097243 1.694059 -3.148934
70 H 7.451504 4.995879 1.822565
71 H 2.603865 -0.702905 2.095737
72 H -3.871206 -5.375368 -2.039200
73 H 4.465042 2.519595 0.437489
74 H -4.910142 -7.538166 1.219988
75 H 5.861719 -4.375292 -0.232404
76 H 6.984208 -3.737785 0.998754
77 H -0.677214 1.054863 0.200369
78 H -5.596886 -4.596341 -0.950120
79 H 3.128628 1.465223 -0.060451
80 H -3.195365 5.051469 1.450391
81 H -8.542805 -3.261176 -1.805935
82 H 6.982611 1.315611 1.866900
83 H -1.917993 3.913019 4.737205
84 H 6.145170 -0.229025 -1.396916
85 H -1.457320 5.236350 1.803885
86 H -4.230973 -8.441619 -0.158905
87 H -7.517118 -3.610347 -5.708150
88 H 4.570869 4.380763 -4.998668
89 H 5.761187 1.067663 -3.111221
90 H 3.498561 2.933348 -1.003561
91 H -3.237437 -3.010944 0.721070
92 H 3.878358 6.426425 -1.980219
93 H -7.148188 -1.779682 2.507480
94 H 2.617531 6.920667 -3.124957
95 H 5.617391 -5.676674 1.956660
96 H 7.944452 4.664233 3.926828
97 H 4.981096 -4.759118 3.346439
98 H -4.652009 1.227924 0.375891
99 H -2.865715 -6.482375 -1.076522
100 H -5.872516 -3.918081 -4.297247
101 H 9.075940 3.316362 4.177881
102 H 5.759765 6.132559 -5.552050
103 H -3.952081 -7.127414 -2.335955
104 H 8.705608 1.518779 1.496475
105 H -1.978858 1.973465 1.575601
106 H 6.163544 7.171247 -4.167541
107 H -9.120606 -3.788293 -4.962208
108 H 4.284359 -1.827750 1.181070
109 H -3.646365 3.729069 4.385988

Cartesian forces (eV/Å) of the 6 atoms listed first:
-0.01 -0.13 -1.14
0.14 -1.67 -0.69
1.91 1.67 0.99
-0.80 0.21 -1.76
-0.32 0.84 0.89
-0.49 -1.07 1.05

Values from the calculation:
max |F| = 3.0 eV/Å
E_tot = -102494.0366 eV
highest occupied orbital energy = -7.1 eV
SMILES = OP(Cl)[PH3]C(F)(F)c1cccc(C(F)(F)F)c1.CN(C)C=O.CN(C)C=O.CN(C)C=O.CN(C)C=O.CN(C)C=O.CN(C)C=O.CN(C)C=O
spin multiplicity = 1
E_LUMO = 0.6 eV
HOMO-LUMO gap = 7.70 eV